No. 1
ORCA calculation (the ωB97M-V functional and the def2-TZVPD basis) on a cluster of 2 separate species, C3H8O2 in total.

Properties
**Charge**: 0
**Kohn-Sham gap**: 10.69 eV
**SMILES string**: CC=O.CO
**HOMO energy**: -9.8 eV
**2S+1**: 1

Geometry (Å):
C 2.83440 0.18605 0.29539
C 1.39676 -0.20138 0.29695
O 0.77577 -0.39072 -0.72526
H 3.45600 -0.48577 0.88632
H 2.94301 1.17862 0.73161
H 3.19175 0.20921 -0.73173
H 0.87343 -0.28655 1.26678
C -2.88912 -0.08768 -0.14845
O -2.04583 0.36082 -1.19150
H -2.82027 0.55642 0.73673
H -3.90701 -0.03624 -0.52613
H -2.68329 -1.12499 0.11357
H -1.12560 0.12221 -1.00429

Forces on the atoms, in the same order (eV/Å):
0.25 0.07 -0.15
-0.34 -0.06 -0.40
0.07 0.05 0.32
-0.11 -0.11 0.10
-0.04 0.09 0.09
0.03 -0.01 0.01
0.13 0.01 0.07
0.13 0.17 -0.24
0.13 0.08 -0.06
0.02 -0.14 0.03
-0.11 0.01 0.03
0.03 -0.10 0.18
-0.20 -0.08 0.03

Listed below, in e, are the natural (NBO) charges computed for each atom: number 1, C, carries -0.7256; number 2, C, carries 0.4523; number 3, O, carries -0.5468; number 4, H, carries 0.2374; number 5, H, carries 0.2402; number 6, H, carries 0.2385; number 7, H, carries 0.1143; number 8, C, carries -0.2445; number 9, O, carries -0.7430; number 10, H, carries 0.1521; number 11, H, carries 0.1777; number 12, H, carries 0.1591; number 13, H, carries 0.4884



No. 2
ORCA calculation (the ωB97M-V functional and the def2-TZVPD basis) on a structure of composition C4H11O3 at a distorted geometry.

Properties
**Charge**: -2
**Kohn-Sham gap (alpha / beta)**: 5.56 / 6.67 eV
**Expectation value of S²**: 0.7548
**HOMO energy (alpha / beta)**: 1.2 / 0.1 eV
**2S+1**: 2

Geometry (Å):
C 2.18848 2.51514 -1.01895
O 2.12182 2.25059 -2.43120
C 0.95902 2.16302 -0.23235
C 0.50882 0.75168 -0.37732
C -0.74664 0.17128 0.19859
O -2.40358 -4.10478 0.77692
H 2.46589 3.48180 -0.68281
H 2.99559 1.78616 -0.67289
H 0.45353 2.95857 0.30339
H 0.37832 1.53930 -1.29109
H 1.40454 0.05274 -0.61124
H -0.99065 -0.70268 -0.38855
H -1.51073 0.89388 -0.11100
H -0.74059 -0.00589 1.26522
H -2.34357 -4.83620 1.44104
H -1.82235 -2.54619 3.24477
H -2.15786 -3.23914 1.52423
O -1.66702 -2.26943 2.22416

Forces on the atoms, in the same order (eV/Å):
0.62 -3.01 -1.85
-0.38 1.11 1.69
0.86 0.14 1.08
1.89 0.31 -0.85
0.12 1.09 -1.36
-0.23 -1.01 1.36
0.60 1.68 -0.01
-0.17 0.65 0.36
-0.45 -0.24 0.09
-0.78 -1.80 -0.86
-1.55 1.13 0.35
-0.11 -0.65 0.45
-0.38 0.02 0.63
-0.15 -0.26 0.16
-0.08 0.69 -1.02
0.52 0.98 -3.58
0.49 0.25 -0.51
-0.80 -1.07 3.90

Listed below, in e, are the natural (NBO) charges computed for each atom: number 1, C, carries -0.1022; number 2, O, carries -1.0056; number 3, C, carries -0.3727; number 4, C, carries -0.4254; number 5, C, carries -0.6185; number 6, O, carries -1.1127; number 7, H, carries 0.0973; number 8, H, carries 0.0772; number 9, H, carries 0.1696; number 10, H, carries 0.3602; number 11, H, carries 0.1964; number 12, H, carries 0.2144; number 13, H, carries 0.1747; number 14, H, carries 0.2296; number 15, H, carries 0.4054; number 16, H, carries 0.3842; number 17, H, carries 0.4909; number 18, O, carries -1.1629



Which ΔE to the lowest compared entry with this formula, charge and spin belongs to each record? In order, 1.2105 1.4482 eV.